C20H15Cl2N10O5Tc as an isolated structure in a non-equilibrium geometry, computed with ωB97M-V with the def2-TZVPD basis set.

Its expectation value of S² is 3.770. Its spin multiplicity is 4. For the energy, the calculation gives -2695.8412 a.u. The HOMO energy (spin up / spin down) is -0.3861 / -0.3951 Eh. The calculation puts the energy relative to the best compared isomer or geometry (same formula, charge and spin) at 0.000 eV. The gap between HOMO and LUMO (spin up / spin down) is 6.779 / 6.031 eV. Its charge is +1.

Positions of all 53 atoms, in Å:
Tc1 -0.232 -0.092 0.288
Cl1 3.434 1.828 5.766
C1 2.157 1.702 4.629
C2 2.487 1.192 3.340
C3 1.496 0.994 2.381
N1 1.552 0.415 1.083
C4 2.809 0.159 0.533
O1 3.842 0.378 1.103
C5 2.858 -0.265 -0.937
C6 3.369 -1.491 -1.279
C7 3.413 -1.870 -2.593
C8 3.008 -0.963 -3.549
C9 2.561 0.281 -3.161
N2 2.434 0.581 -1.841
C10 0.172 1.329 2.720
C11 -0.176 1.765 4.006
C12 0.854 1.981 4.953
Cl2 0.392 2.535 6.566
N3 -0.789 1.122 1.715
C13 -2.125 1.522 1.806
O2 -2.577 2.389 2.502
C14 -3.031 0.749 0.864
C15 -4.435 0.904 0.861
C16 -5.193 0.165 0.001
C17 -4.525 -0.701 -0.878
C18 -3.134 -0.785 -0.840
N4 -2.393 -0.040 -0.006
H1 3.490 0.965 3.163
H2 3.732 -2.139 -0.468
H3 3.793 -2.851 -2.909
H4 3.046 -1.216 -4.621
H5 2.239 1.064 -3.824
H6 -1.188 1.987 4.291
H7 -4.845 1.677 1.508
H8 -6.254 0.417 -0.128
H9 -5.030 -1.263 -1.652
H10 -2.587 -1.407 -1.525
N5 -0.054 1.421 -1.227
N6 -0.445 0.872 -2.484
C19 -0.449 -0.482 -2.668
N7 -0.679 -1.048 -3.856
N8 -0.173 -1.196 -1.575
N9 -0.292 -2.644 -1.688
O3 -1.370 -3.045 -2.136
O4 0.645 -3.270 -1.370
H11 -0.701 2.184 -0.974
H12 0.958 1.569 -1.305
H13 -0.446 1.505 -3.241
H14 -0.986 -0.507 -4.670
H15 -0.808 -2.053 -3.973
O5 0.358 -2.518 3.493
C20 0.077 -2.075 2.455
N10 -0.257 -1.733 1.351

Here are the natural (NBO) charges for atoms 1 to 4, given in e:
1. Tc 1.2759
2. Cl 0.0693
3. C -0.0716
4. C -0.2061

***

The molecule C18H26N2O2, computed with ωB97M-V with the def2-TZVPD basis set.

Its spin multiplicity is 1. For the energy, the calculation gives -961.5336 a.u. The HOMO energy is -0.3142 Eh. The calculation puts the energy relative to the best compared isomer or geometry (same formula, charge and spin) at 0.530 eV. The gap between HOMO and LUMO is 9.227 eV. Its charge is 0.

Positions of all 48 atoms, in Å:
C1 5.148 -4.959 0.362
C2 3.634 -4.924 0.195
C3 3.230 -4.374 -1.171
C4 1.712 -4.321 -1.329
C5 1.262 -3.929 -2.737
C6 1.780 -2.555 -3.180
C7 1.563 -1.475 -2.132
O1 2.475 -0.867 -1.621
N1 0.242 -1.271 -1.852
C8 -0.341 -0.413 -0.918
C9 0.402 0.439 -0.105
C10 -0.241 1.270 0.792
C11 -1.627 1.266 0.902
C12 -2.364 0.391 0.110
C13 -1.731 -0.431 -0.798
H1 -2.313 -1.100 -1.417
H2 -3.438 0.364 0.216
C14 -2.347 2.105 1.906
O2 -3.158 1.628 2.683
N2 -2.042 3.420 1.920
C15 -1.335 4.169 0.902
C16 -2.058 5.515 0.887
H3 -1.444 6.313 0.477
C17 -2.391 5.716 2.365
H4 -3.206 6.420 2.522
C18 -2.751 4.307 2.833
H5 -2.444 4.108 3.862
H6 -3.825 4.108 2.762
H7 -1.511 6.078 2.897
H8 -2.975 5.439 0.302
H9 -1.366 3.652 -0.059
H10 -0.286 4.310 1.190
H11 0.347 1.913 1.429
H12 1.476 0.442 -0.180
H13 -0.418 -1.845 -2.357
H14 1.283 -2.256 -4.106
H15 2.851 -2.606 -3.373
H16 1.619 -4.676 -3.451
H17 0.169 -3.948 -2.772
H18 1.305 -3.612 -0.604
H19 1.294 -5.305 -1.096
H20 3.643 -3.371 -1.281
H21 3.655 -5.006 -1.955
H22 3.198 -4.297 0.976
H23 3.231 -5.932 0.316
H24 5.564 -3.959 0.263
H25 5.602 -5.595 -0.395
H26 5.417 -5.348 1.342

Here are the natural (NBO) charges for atoms 1 to 4, given in e:
1. C -0.5999
2. C -0.3855
3. C -0.4042
4. C -0.3974

***

C5H10NO3Tl as an isolated structure in a non-equilibrium geometry, computed with ωB97M-V with the def2-TZVPD basis set.

Its spin multiplicity is 1. For the energy, the calculation gives -648.6587 a.u. The HOMO energy is -0.6230 Eh. The calculation puts the energy relative to the best compared isomer or geometry (same formula, charge and spin) at 0.752 eV. The gap between HOMO and LUMO is 2.599 eV. Its charge is +2.

Positions of all 20 atoms, in Å:
Tl1 2.141 1.492 -0.561
C1 2.543 -1.671 -4.409
C2 2.224 -0.691 -3.336
O1 2.327 0.566 -3.384
O2 1.791 -1.062 -2.225
H1 1.610 -2.121 -4.748
H2 3.199 -2.426 -3.964
H3 3.095 -1.160 -5.209
C3 -2.518 1.546 1.617
C4 -1.034 1.268 1.703
O3 -0.206 1.956 1.061
N1 -0.601 0.281 2.488
C5 -1.444 -0.587 3.312
H4 -3.093 0.753 1.145
H5 -2.615 2.429 0.988
H6 -2.852 1.793 2.624
H7 0.400 0.120 2.493
H8 -0.828 -1.100 4.042
H9 -1.856 -1.325 2.609
H10 -2.283 -0.060 3.754

Here are the natural (NBO) charges for atoms 1 to 4, given in e:
1. Tl 1.0021
2. C -0.7510
3. C 0.7863
4. O -0.2378

***

The molecule C3H6OSe in a non-equilibrium geometry, computed with ωB97M-V with the def2-TZVPD basis set.

Its spin multiplicity is 1. For the energy, the calculation gives -2594.4980 a.u. The HOMO energy is -0.3231 Eh. The calculation puts the energy relative to the best compared isomer or geometry (same formula, charge and spin) at 0.929 eV. The gap between HOMO and LUMO is 8.116 eV. Its charge is 0.

Positions of all 11 atoms, in Å:
C1 -0.121 0.244 -1.122
C2 0.040 0.408 1.464
C3 0.095 -0.493 0.219
O1 0.115 -0.469 -2.318
Se1 0.301 -2.294 0.255
H1 -1.276 0.596 -0.945
H2 0.476 1.314 1.395
H3 0.327 0.027 2.411
H4 -0.929 0.581 1.818
H5 0.339 1.255 -1.261
H6 0.635 -1.170 -1.917

Here are the natural (NBO) charges for atoms 1 to 4, given in e:
1. C -0.1607
2. C -0.7061
3. C -0.0964
4. O -0.6943